Record 1
This record from the Open Molecules 2025 dataset describes C25H37IKN8O3 as an isolated structure at a distorted geometry. The level of theory is wB97M-V/def2-TZVPD.

- ΔE to the lowest compared entry with this formula, charge and spin (kJ/mol) = 44.7
- E (eV) = -69015.2207

Geometry as ORCA input:
```
! RIJCOSX wB97M-V def2-TZVPD def2/J DEFGRID3
* xyz -1 1
K -0.468 0.183 -0.050
C -2.717 -2.030 0.426
C -3.203 -0.638 0.001
N -2.640 -0.372 -1.294
C -2.766 0.902 -1.937
C -0.610 0.450 -3.228
C 0.238 1.224 -4.208
C 1.497 0.811 -4.480
C 2.097 -0.218 -3.722
C 1.378 -0.707 -2.638
C 2.079 -1.637 -1.669
N 1.345 -1.859 -0.434
C 0.247 -2.798 -0.619
C -0.496 -3.060 0.685
N -1.403 -1.983 1.042
N 0.160 -0.347 -2.317
H -2.659 -2.635 -0.482
H -3.456 -2.491 1.102
H -2.855 0.100 0.734
H -4.311 -0.631 -0.008
H -2.981 -1.082 -1.951
H -3.144 1.675 -1.255
H -3.435 0.844 -2.807
H -0.264 1.981 -4.797
H 2.075 1.299 -5.261
H 3.103 -0.553 -3.929
H 3.059 -1.207 -1.419
H 2.265 -2.588 -2.203
H 1.990 -2.279 0.231
H 0.629 -3.756 -1.013
H -0.423 -2.385 -1.369
H 0.241 -3.159 1.490
H -1.020 -4.028 0.594
H -1.510 -1.954 2.048
N 1.283 2.070 -1.075
C 0.445 2.913 -1.921
C -1.014 2.496 -1.797
O -1.757 3.222 -1.133
N -1.448 1.369 -2.382
C -1.511 -0.428 -4.158
C -2.025 -1.831 -3.650
O -3.260 -1.905 -3.457
O -1.190 -2.724 -3.517
H 2.256 2.325 -1.231
H 1.185 1.115 -1.426
H 0.746 2.883 -2.979
H 0.505 3.945 -1.556
H -0.881 -0.677 -5.017
H -2.354 0.169 -4.511
I -4.168 1.541 5.874
C -3.059 2.148 4.166
C -3.259 3.414 3.626
C -2.483 3.746 2.512
C -1.594 2.818 2.012
N -1.424 1.601 2.537
C -2.142 1.286 3.612
H -3.975 4.106 4.043
H -2.585 4.716 2.052
H -0.991 3.038 1.146
H -1.964 0.303 4.032
C 4.391 -1.172 2.133
C 3.476 -0.540 3.190
C 3.238 -1.520 4.345
C 4.072 0.779 3.694
C 2.198 -0.257 2.562
N 1.198 -0.056 2.053
H 5.386 -1.324 2.549
H 4.469 -0.527 1.261
H 3.997 -2.135 1.815
H 4.189 -1.842 4.763
H 2.698 -2.396 3.992
H 2.650 -1.052 5.131
H 5.064 0.605 4.107
H 3.442 1.214 4.466
H 4.153 1.493 2.878
*
```

=====

Record 2
This record from the Open Molecules 2025 dataset describes a 2-piece molecular cluster, C20H44NO5PS overall. The level of theory is wB97M-V/def2-TZVPD.

- E (eV) = -53306.1942

Geometry as ORCA input:
```
! RIJCOSX wB97M-V def2-TZVPD def2/J DEFGRID3
* xyz 0 1
C 6.553 2.395 1.324
C 6.088 1.191 0.495
C 4.586 1.205 0.172
C 4.255 1.783 -1.213
C 4.246 0.710 -2.310
C 2.897 0.022 -2.534
C 1.695 0.977 -2.678
C 0.624 0.486 -3.669
C -0.563 -0.238 -3.005
C -1.800 0.636 -2.789
C -1.566 1.965 -2.037
C -2.458 2.184 -0.805
O -1.707 2.221 0.426
C -0.850 1.174 0.625
O 0.329 1.389 0.641
C -1.440 -0.208 0.823
C -2.933 -0.255 1.193
C -0.534 -0.982 1.816
C 0.288 -2.093 1.159
C -0.577 -3.173 0.520
P -3.349 3.769 -0.813
N -4.255 4.101 0.397
O -4.096 3.698 -2.225
O -2.255 4.873 -1.191
H 5.803 2.681 2.064
H 7.475 2.162 1.861
H 6.765 3.259 0.690
H 6.654 1.185 -0.443
H 6.352 0.272 1.022
H 4.074 1.812 0.925
H 4.174 0.197 0.261
H 5.007 2.540 -1.460
H 3.305 2.315 -1.164
H 4.966 -0.060 -2.008
H 4.617 1.107 -3.259
H 2.710 -0.687 -1.721
H 2.959 -0.585 -3.443
H 2.058 1.961 -2.984
H 1.241 1.098 -1.692
H 1.088 -0.187 -4.394
H 0.238 1.337 -4.239
H -0.871 -1.088 -3.621
H -0.215 -0.666 -2.058
H -2.556 0.037 -2.268
H -2.227 0.863 -3.769
H -0.530 2.070 -1.721
H -1.741 2.784 -2.738
H -3.245 1.424 -0.765
H -1.304 -0.688 -0.150
H -3.122 -1.054 1.907
H -3.265 0.694 1.618
H -3.555 -0.443 0.316
H 0.149 -0.295 2.315
H -1.155 -1.435 2.593
H 0.910 -2.551 1.934
H 0.978 -1.659 0.428
H -1.204 -3.647 1.276
H -1.250 -2.765 -0.240
H 0.038 -3.926 0.024
H -4.248 3.397 1.124
H -5.029 3.897 -2.063
H -1.769 5.115 -0.391
C -5.013 -5.147 3.836
S -3.797 -3.830 3.914
O -3.217 -3.708 2.549
C -2.596 -4.731 4.898
H -5.833 -4.797 3.214
H -4.558 -6.031 3.390
H -5.379 -5.362 4.840
H -2.314 -5.645 4.375
H -3.024 -4.958 5.874
H -1.726 -4.089 5.019
*
```

=====

Record 3
This record from the Open Molecules 2025 dataset describes an isolated ion of composition C3H10NOS and charge +1 at a distorted geometry. The level of theory is wB97M-V/def2-TZVPD.

- ΔE to the lowest compared entry with this formula, charge and spin (kJ/mol) = 123.9
- E (eV) = -17638.1741
- SMILES = C[C@]([NH3+])(S)CO

Geometry as ORCA input:
```
! RIJCOSX wB97M-V def2-TZVPD def2/J DEFGRID3
* xyz 1 1
C 0.651 -0.375 -1.329
C 0.030 -0.241 0.023
N 0.514 -1.280 0.974
S -2.101 -0.881 -0.108
C -0.018 1.156 0.638
O -0.912 1.984 -0.039
H 0.442 -1.345 -1.771
H 1.733 -0.235 -1.273
H 0.249 0.381 -1.999
H 1.478 -1.102 1.296
H -0.120 -1.321 1.787
H 0.481 -2.196 0.506
H -2.535 0.363 -0.234
H 0.996 1.582 0.657
H -0.390 1.093 1.667
H -0.499 2.417 -0.795
*
```

=====

Record 4
This record from the Open Molecules 2025 dataset describes one molecule with the formula C3H4 at a distorted geometry. The level of theory is wB97M-V/def2-TZVPD.

- ΔE to the lowest compared entry with this formula, charge and spin (kJ/mol) = 45.8
- E (eV) = -3173.3753
- SMILES = C#CC

Geometry as ORCA input:
```
! RIJCOSX wB97M-V def2-TZVPD def2/J DEFGRID3
* xyz 0 1
C 1.745 0.097 -0.012
C 0.528 0.102 0.034
C -1.036 0.046 0.003
H 2.785 -0.247 -0.021
H -1.197 -0.791 -0.761
H -1.343 -0.263 0.933
H -1.481 1.055 -0.178
*
```

=====

Record 5
This record from the Open Molecules 2025 dataset describes C12H30F4KN2O16P2S4 as an isolated structure at a distorted geometry. The level of theory is wB97M-V/def2-TZVPD.

- ΔE to the lowest compared entry with this formula, charge and spin (kJ/mol) = 85.3
- E (eV) = -137793.8751

Geometry as ORCA input:
```
! RIJCOSX wB97M-V def2-TZVPD def2/J DEFGRID3
* xyz -1 1
K 10.613 -8.725 -8.871
N 10.717 -6.538 -10.499
S 9.912 -5.166 -10.714
O 8.537 -5.315 -11.071
O 10.643 -4.147 -11.382
F 9.826 -4.706 -9.193
S 10.482 -7.210 -12.047
O 11.065 -6.519 -13.126
O 9.230 -7.859 -12.206
F 11.433 -8.464 -11.824
N 13.358 -8.705 -8.044
S 13.778 -10.184 -8.688
O 12.676 -11.092 -8.718
O 15.073 -10.645 -8.390
F 13.869 -9.784 -10.217
S 13.924 -8.881 -6.543
O 15.281 -8.498 -6.423
O 13.476 -10.030 -5.838
F 13.112 -7.686 -5.872
C 4.741 -2.728 -7.893
C 3.908 -3.894 -7.430
O 4.772 -4.914 -6.926
P 4.440 -6.454 -7.127
O 3.649 -6.739 -8.325
O 5.842 -7.153 -7.040
C 6.888 -6.690 -7.923
C 7.283 -7.793 -8.868
O 3.836 -6.947 -5.749
C 2.450 -6.611 -5.501
C 2.058 -7.265 -4.206
H 5.218 -2.971 -8.842
H 4.114 -1.844 -8.035
H 5.481 -2.426 -7.153
H 3.240 -3.579 -6.622
H 3.282 -4.231 -8.256
H 6.559 -5.825 -8.501
H 7.730 -6.360 -7.313
H 7.790 -8.618 -8.363
H 6.368 -8.214 -9.294
H 7.835 -7.426 -9.736
H 2.387 -5.523 -5.413
H 1.842 -6.954 -6.338
H 1.013 -7.047 -3.984
H 2.190 -8.344 -4.291
H 2.694 -6.928 -3.389
C 5.215 -8.816 -12.404
C 6.352 -9.691 -12.836
O 7.216 -9.846 -11.700
P 8.438 -10.835 -11.715
O 9.388 -10.566 -10.661
O 7.810 -12.293 -11.662
C 6.871 -12.699 -10.650
C 5.665 -13.304 -11.316
O 8.955 -10.751 -13.192
C 10.191 -11.345 -13.655
C 11.047 -12.046 -12.650
H 5.627 -7.867 -12.047
H 4.520 -8.568 -13.204
H 4.695 -9.237 -11.543
H 5.992 -10.686 -13.138
H 6.922 -9.325 -13.689
H 7.403 -13.409 -10.017
H 6.583 -11.831 -10.053
H 5.890 -14.262 -11.783
H 4.854 -13.449 -10.602
H 5.320 -12.608 -12.081
H 9.910 -12.007 -14.479
H 10.764 -10.547 -14.132
H 10.541 -12.865 -12.143
H 11.914 -12.449 -13.181
H 11.465 -11.345 -11.930
*
```

=====

Record 6
This record from the Open Molecules 2025 dataset describes a 3-piece molecular cluster, C23H41N5O6 overall at a distorted geometry. The level of theory is wB97M-V/def2-TZVPD.

- E (eV) = -44240.8804
- SMILES = N#C[C@@H](c1cccnc1)[C@](N)(C#N)CCN.COCCOCCOC.COCCOCCOC

Geometry as ORCA input:
```
! RIJCOSX wB97M-V def2-TZVPD def2/J DEFGRID3
* xyz 0 1
N -2.265 -1.708 2.208
C -1.095 -1.478 1.988
C 0.460 -1.183 1.618
C 0.766 -1.645 0.116
C -0.322 -1.725 -1.020
C 0.183 -2.158 -2.458
C 1.708 -2.446 -2.601
N 2.716 -2.404 -1.578
C 2.229 -2.005 -0.288
C 0.735 0.423 1.730
N 1.890 0.576 2.697
C -0.566 1.034 2.503
N -1.420 1.762 2.950
C 0.995 1.155 0.325
C 1.142 2.780 0.457
N 2.586 3.217 0.508
H 1.075 -1.746 2.409
H -1.421 -1.454 -0.802
H -0.601 -2.202 -3.285
H 2.071 -2.730 -3.664
H 3.019 -1.928 0.557
H 2.495 1.345 2.362
H 1.480 0.890 3.594
H 1.968 0.815 -0.208
H 0.065 0.996 -0.352
H 0.509 3.221 1.302
H 0.708 3.213 -0.528
H 2.784 3.671 -0.409
H 3.226 2.406 0.533
C -1.932 -5.628 -6.343
O -0.682 -6.146 -5.924
C -0.475 -7.500 -6.317
C 0.967 -7.723 -6.773
O 1.300 -7.122 -8.025
C 1.366 -5.695 -8.061
C 2.515 -5.086 -7.254
O 2.276 -5.202 -5.859
C 3.443 -5.508 -5.116
H -2.732 -6.005 -5.703
H -1.890 -4.540 -6.261
H -2.133 -5.875 -7.392
H -1.161 -7.794 -7.118
H -0.676 -8.125 -5.439
H 1.092 -8.802 -6.934
H 1.682 -7.451 -6.002
H 0.408 -5.255 -7.786
H 1.528 -5.439 -9.112
H 2.591 -4.018 -7.490
H 3.453 -5.573 -7.546
H 4.012 -6.319 -5.582
H 3.133 -5.843 -4.124
H 4.067 -4.615 -5.013
C -2.918 4.199 4.004
O -2.769 4.649 5.340
C -1.557 4.212 5.946
C -0.940 5.321 6.798
O -0.386 6.410 6.056
C -1.307 7.261 5.370
C -2.205 8.101 6.281
O -3.181 7.291 6.921
C -3.419 7.665 8.266
H -3.211 3.150 3.988
H -3.702 4.798 3.533
H -1.996 4.347 3.430
H -0.831 3.880 5.197
H -1.806 3.360 6.591
H -0.090 4.882 7.336
H -1.627 5.674 7.562
H -1.890 6.696 4.643
H -0.686 7.951 4.790
H -2.737 8.842 5.674
H -1.579 8.631 7.008
H -2.481 7.820 8.810
H -3.957 6.848 8.753
H -4.033 8.569 8.303
*
```

=====

Which value of E does entry 6 give?
-44240.8804 eV